Molecular formula: C54H61N6Pb
Method: DFT, wB97M-V/def2-TZVPD

XYZ file:
```
122
Properties=species:S:1:pos:R:3:forces:R:3
Pb 0.68448 -0.07348 0.15709 -0.7 0.3 -0.9
N -1.41136 -0.18848 1.25093 0.1 0.0 0.0
N -0.57392 -0.11557 -1.82970 0.2 -0.1 0.3
N 0.54260 -3.12836 -0.38134 0.7 0.3 0.0
N 1.87878 -1.92698 1.71488 -1.5 -0.1 -2.3
N 2.79751 0.61384 1.56224 0.0 -0.7 0.0
N 2.05691 -3.11062 1.42643 1.3 -0.4 1.8
C -2.58657 0.77754 -0.69362 0.1 -0.1 -0.3
C -2.03507 -2.84701 3.76056 0.1 0.0 0.1
C -1.60175 -0.82566 2.52760 -0.2 -0.2 0.2
C 0.14637 3.28606 -0.32769 0.1 0.0 0.1
C 2.10822 0.37089 -2.83062 0.1 -0.1 0.1
C 3.19129 0.63514 3.96849 0.1 0.2 -0.3
C -0.03697 1.89665 3.41523 -0.1 -0.2 0.2
C 2.21851 -1.32860 2.83617 0.9 0.6 2.1
C -2.00566 -2.13541 4.94441 0.0 -0.1 0.0
C -0.08999 5.41184 0.84265 0.0 0.0 0.0
C -1.71938 0.62748 -1.81519 -0.2 0.3 0.1
C -2.07379 1.33326 -2.99264 0.1 -0.1 0.0
C 2.73692 0.03801 2.73712 -0.1 -0.2 0.3
C 2.56772 1.38565 -3.88119 0.0 0.0 0.1
C -0.16797 -0.79899 -2.98205 0.1 -0.6 -0.3
C 0.09129 -3.76644 -1.44814 0.3 0.1 -0.1
C 1.56674 -5.61604 -1.12185 -0.1 -0.1 -0.2
C 3.08467 -0.02003 5.14548 0.0 -0.1 0.2
C 5.41719 2.96072 0.51830 0.0 0.1 0.0
C -3.43621 -1.64020 -4.37602 0.0 0.0 0.2
C -1.60072 -0.07922 3.71915 0.0 0.0 0.0
C 0.37481 2.11799 -0.10949 0.1 0.0 0.2
C -2.46699 0.15449 0.59919 0.0 0.1 0.1
C 1.02601 5.28605 -1.41234 0.0 0.0 0.0
C -1.45450 4.91310 -1.21144 0.0 0.1 0.0
C -0.09563 4.72378 -0.52868 0.0 -0.1 -0.1
C 0.56112 -5.01141 -1.85351 0.0 0.0 0.0
C 2.05448 -4.96163 -0.01066 0.1 0.3 0.4
C 3.57438 4.24116 1.36474 0.1 0.0 0.0
C 0.80567 -2.34036 -5.12215 0.0 0.1 0.0
C 1.50941 -3.72026 0.31897 -0.3 -0.1 -1.2
C -1.79695 -0.76961 4.91322 0.0 0.0 0.0
C -0.51394 -2.45477 -4.71901 0.0 0.1 0.0
C -3.19747 2.11387 -3.07663 0.0 -0.1 0.1
C 4.83662 4.19191 0.79335 0.0 0.0 0.0
C 2.88215 3.07431 1.65048 -0.1 -0.2 0.1
C -2.51953 2.23752 3.11471 0.0 -0.1 0.1
C -2.46535 -2.01099 -3.24601 0.0 0.0 -0.1
C 1.17270 -0.66058 -3.42505 -0.3 0.2 0.1
C -3.44038 -3.18108 0.89455 0.1 0.0 0.0
C -4.07522 2.21178 -1.99299 -0.1 0.1 0.0
C 1.63368 -1.44160 -4.47343 0.1 -0.1 -0.1
C 2.09501 -1.96188 4.10647 -0.2 -0.1 -1.1
C 4.73134 1.78996 0.78925 -0.1 -0.1 0.1
C -1.30796 -4.40265 1.38032 -0.2 0.0 0.1
C -3.76857 1.53549 -0.84291 0.0 0.0 0.0
C 2.52148 -1.32626 5.22185 0.2 0.3 0.5
C 3.32120 -0.28255 -2.15166 -0.1 0.1 0.0
C 3.45665 1.84056 1.35773 0.2 0.5 0.0
C -2.67123 -3.48344 -2.85908 -0.4 0.1 0.1
C -1.02618 -1.72134 -3.65633 0.2 0.2 0.2
C -1.83224 -2.21282 2.53994 0.1 0.1 -0.2
C -1.95819 -3.02109 1.25901 -0.2 -0.1 0.1
C -1.43078 1.42803 3.83225 0.0 0.1 -0.2
H 2.65845 -1.33044 -4.80884 0.0 0.0 0.0
H -2.23482 -3.91039 3.78607 0.0 0.0 0.0
H -0.27998 6.48119 0.73277 0.0 0.0 0.0
H 1.96088 -6.58041 -1.41152 0.0 0.0 0.0
H -2.14827 -3.72799 -1.93161 -0.8 -0.1 -0.3
H -1.53141 1.64732 4.89741 0.0 -0.1 0.0
H 3.90151 0.47381 -1.61973 0.0 0.0 0.0
H 0.12514 2.92346 3.75082 0.0 0.0 -0.1
H -1.63640 5.97455 -1.39423 0.0 0.0 0.0
H -1.16113 -3.15050 -5.23934 0.0 0.0 0.0
H 0.87714 6.35479 -1.57890 0.0 0.0 0.0
H -4.44775 1.59701 0.00086 0.0 0.0 0.0
H -4.97655 2.80505 -2.05985 0.0 0.0 0.0
H -3.31334 -0.60230 -4.67804 0.0 0.1 0.0
H 5.36900 5.10833 0.57689 0.0 0.0 0.0
H 0.13308 -5.49108 -2.72181 0.0 0.0 -0.1
H -0.69141 -3.27412 -1.99972 0.7 0.0 0.2
H 1.89832 3.10860 2.09786 0.0 0.0 0.0
H -2.52018 3.26159 3.49156 0.0 0.0 0.0
H 3.61213 1.63052 3.91524 0.0 0.0 0.0
H 1.56215 0.95288 -2.08783 -0.1 0.0 0.0
H 1.04038 4.78248 -2.37981 0.0 0.0 0.0
H -0.86444 4.98912 1.48524 0.0 0.0 0.0
H -0.30483 -4.33152 1.80148 -0.2 -0.1 0.1
H -1.23894 -4.87184 0.39696 -0.1 -0.1 0.1
H 5.18848 0.82423 0.61091 0.0 0.0 -0.1
H 1.66419 -2.95449 4.13251 0.0 0.0 0.0
H 3.14423 2.17730 -3.39818 0.0 0.0 0.0
H -4.46566 -1.77619 -4.04014 0.0 0.0 0.0
H -3.42375 0.01289 1.10754 0.0 0.0 0.1
H 3.97381 -0.75559 -2.88713 0.0 0.0 0.0
H -1.48356 4.38258 -2.16239 0.0 0.0 0.0
H -2.72309 -1.42141 -2.37068 0.0 0.1 0.0
H 3.13063 5.19859 1.60731 0.0 0.0 0.0
H -2.32194 -4.15810 -3.64122 0.0 0.0 0.0
H -3.98443 -3.63500 1.72442 0.0 0.0 0.0
H -3.90505 -2.21844 0.67371 0.0 0.0 0.0
H 2.45938 -1.81535 6.18441 0.0 0.0 0.0
H -3.40825 2.65245 -3.99255 0.0 0.0 0.0
H 0.07435 1.87759 2.33259 0.0 0.0 -0.1
H -3.55371 -3.82284 0.01852 0.0 0.0 0.0
H -1.80034 -0.21238 5.84216 0.0 0.0 0.0
H 3.43305 0.45068 6.05525 0.0 0.0 0.0
H 2.84689 -5.37086 0.60022 0.0 0.0 0.0
H 6.41382 2.90974 0.09965 0.0 0.0 0.0
H 1.99674 5.13934 -0.93702 0.0 0.0 0.0
H 0.87650 5.28003 1.33149 0.0 0.0 0.0
H -1.39716 1.26244 -3.83437 0.0 0.0 0.0
H -3.50684 1.81197 3.30387 0.0 0.0 0.0
H -2.16497 -2.64144 5.88790 0.0 0.0 0.0
H 3.19935 0.91602 -4.63667 0.0 0.0 0.0
H -2.34728 2.28253 2.03932 0.0 0.0 0.0
H -3.73418 -3.67223 -2.70097 0.0 0.0 0.0
H 1.18093 -2.93606 -5.94410 0.0 0.0 0.0
H -1.89697 -5.06371 2.01673 0.0 0.0 0.0
H -1.46131 -2.48550 0.44730 -0.1 0.0 0.2
H 3.01362 -1.05281 -1.43639 0.1 0.0 0.0
H -3.27488 -2.27305 -5.24998 0.0 0.0 0.0
H 1.71201 1.84006 -4.38180 0.0 0.0 0.0
H -2.26067 4.52982 -0.58388 0.0 0.0 0.0
H 0.73182 1.26540 3.86839 -0.1 0.1 0.0
```
Positions in Å, forces in eV/Å.

## Properties
Strongest force on any atom   0.054 hartree/bohr
HOMO level (spin up / spin down)   -9.882 / -9.472 eV
Energy   -71166.8675 eV
Charge   +1

Atomic partial charges in e from the natural (NBO) method, atoms 1 to 5: atom 1 (Pb): 1.718, atom 2 (N): -0.626, atom 3 (N): -0.729, atom 4 (N): -0.442, atom 5 (N): -0.124

---

Molecular formula: C54H63MgN5O4SSbSi2
Method: DFT, wB97M-V/def2-TZVPD

XYZ file:
```
131
Properties=species:S:1:pos:R:3:forces:R:3
Sb -1.93851 2.35349 -1.41806 -0.4 0.2 -0.5
S 3.33063 2.53144 -2.29998 -0.1 0.0 0.0
Si 0.98748 -1.21675 3.81784 0.2 -0.3 0.1
Si 3.16293 0.08306 1.76257 0.1 0.2 -0.2
Mg -0.31399 -0.43709 1.11624 -0.1 -0.1 -0.5
O 2.18466 -2.80969 1.55582 0.0 0.1 0.0
O -0.50884 -2.37253 -2.10177 0.0 0.0 0.0
O -3.55102 -0.36303 3.72988 0.1 0.0 0.0
O -1.71673 -0.44048 2.45104 -0.4 -0.2 0.6
N -2.07706 -0.97071 -0.22269 0.1 -0.1 0.0
N 1.02110 -3.94591 -1.48162 0.1 0.0 0.0
N 1.20805 1.43431 -1.42133 0.1 -0.3 0.0
N 0.61264 -2.23328 -0.05749 -0.1 -0.1 0.2
N -0.16128 1.69917 1.89983 0.2 0.1 0.0
C 1.58496 -2.99526 0.51431 -0.1 -0.2 -0.2
C -5.03938 0.77476 -4.97092 0.0 0.0 0.0
C 0.50111 4.17674 -4.64211 0.0 0.0 0.0
C -0.14255 -2.70288 3.41804 0.0 0.1 -0.1
C -4.24349 4.13066 -3.39117 0.0 -0.1 0.0
C -3.36880 0.41230 -3.29631 0.0 0.0 0.0
C -4.59710 2.29176 -0.13205 0.0 0.0 0.0
C -0.80158 2.84321 2.16334 0.0 -0.1 -0.2
C -4.20248 -0.09084 -4.28699 0.0 0.0 0.0
C 3.56074 -0.59646 0.03824 -0.1 -0.2 0.0
C -2.95233 -0.65465 2.69862 0.1 0.0 -0.1
C 0.91721 -7.87985 0.09868 0.0 0.0 0.0
C -5.03399 2.12731 -4.65577 0.0 0.0 0.0
C -0.40848 4.99666 -2.18970 0.0 -0.1 -0.1
C 1.71174 0.60660 -2.39992 -0.1 0.1 0.0
C 3.62584 1.93230 1.60354 -0.1 0.1 0.1
C -3.67223 4.42065 0.48874 -0.1 0.0 0.0
C 6.10070 -3.92341 -1.40939 0.0 0.0 0.0
C 1.33735 2.18895 3.68099 -0.1 0.0 0.0
C 4.57857 -0.58686 2.82205 0.0 -0.2 0.1
C 1.65896 -5.72648 1.67705 -0.1 0.0 0.0
C 0.99008 -8.03356 1.47609 0.0 0.1 0.0
C 4.36614 -4.43063 0.18250 0.0 0.0 0.0
C 1.35493 -6.94988 2.26064 0.0 0.0 0.0
C -0.42051 3.71774 3.15485 0.1 0.1 0.1
C -4.20611 2.64725 -3.66227 0.0 0.0 0.0
C -0.36534 3.34326 -3.93541 0.0 0.0 0.0
C 1.96229 2.47551 -1.26467 0.0 0.0 -0.2
C 1.57623 -5.56125 0.29735 0.0 0.0 0.0
C -2.65050 5.51819 0.38761 0.0 -0.1 0.0
C 0.87444 1.31109 2.67680 0.0 0.1 0.0
C 0.12591 -0.30055 5.22162 -0.2 0.1 0.0
C 2.41395 -2.13004 4.67538 0.2 0.1 -0.1
C 5.13261 -3.66233 -2.36578 0.0 0.0 0.0
C 0.69813 3.38378 3.91761 0.0 -0.1 0.0
C -5.65439 2.46282 0.74889 0.0 0.0 0.0
C -3.59617 3.25418 -0.28468 0.2 0.0 0.1
C 1.20075 -6.65299 -0.48127 0.0 0.0 0.0
C 3.78444 -3.77736 -2.04722 0.0 0.0 0.0
C -3.75391 -1.31803 1.56758 0.2 0.1 -0.1
C 0.45164 5.81758 -2.90757 0.0 0.0 0.0
C 1.90995 -4.23586 -0.39268 0.0 0.1 0.1
C -5.72190 3.61528 1.51283 0.0 0.0 0.0
C -3.35599 1.76805 -2.96735 0.1 0.0 0.0
C 2.85149 1.03887 -2.99197 0.0 0.1 -0.1
C 3.38764 -4.16802 -0.77433 0.0 0.0 0.0
C -0.85809 3.77359 -2.68914 0.1 0.0 0.2
C -4.73794 4.58151 1.37276 0.0 0.0 0.0
C 0.90560 5.40725 -4.14937 0.0 0.0 0.0
C 1.42500 -0.04484 2.40139 0.1 0.1 0.6
C -0.70859 2.00762 -4.54868 0.0 0.1 0.0
C 0.29160 -2.80588 -1.26905 0.1 0.1 0.0
C 5.71008 -4.30520 -0.13160 0.0 0.0 0.0
C -2.90470 -1.96786 0.48708 0.0 0.1 0.1
H 1.39731 -7.04939 3.33843 0.0 0.0 0.0
H 4.07430 -4.70937 1.18631 0.0 0.0 0.0
H 0.72713 0.50982 5.64290 0.0 -0.1 0.0
H 4.48781 -0.30050 3.87237 0.0 0.0 0.0
H -1.67757 3.04910 1.55620 0.0 -0.1 0.0
H -0.55717 -2.66708 2.40974 0.0 -0.1 0.0
H -2.69074 -0.27410 -2.79742 0.0 0.0 0.0
H -4.56028 1.38122 -0.72359 0.0 0.0 0.0
H 4.01491 2.33293 2.54583 -0.1 0.0 0.0
H 0.76730 -8.98987 1.93163 0.0 0.0 0.0
H -0.98256 4.62463 3.33844 0.0 0.0 0.0
H 0.40586 -3.64372 3.50952 0.0 0.1 0.0
H -2.68297 -0.24101 -0.57818 0.0 0.0 0.1
H 0.88444 3.83608 -5.59851 0.0 0.0 0.0
H 7.15116 -3.82510 -1.65439 0.0 0.0 0.0
H -5.68597 2.80250 -5.20028 0.0 0.0 0.0
H 4.07453 -1.55809 0.12336 0.0 0.0 0.0
H 3.12873 -1.47503 5.18071 -0.1 0.0 0.0
H 1.94047 -4.88516 2.29626 0.0 0.0 0.0
H -0.71329 5.32084 -1.20938 0.0 0.0 0.1
H -4.78612 5.48294 1.97489 0.0 0.0 0.0
H 4.61897 -1.67886 2.76915 0.0 0.1 0.0
H -4.42471 -2.04723 2.02027 -0.1 0.0 0.0
H 0.01704 1.75311 -5.32174 0.0 0.0 0.0
H -0.99008 -2.71944 4.10972 0.0 0.0 0.0
H 1.75195 3.27615 -0.56605 0.0 -0.1 0.0
H 4.40601 2.05643 0.84563 0.0 0.0 0.0
H -1.62894 -1.41753 -1.02756 -0.1 0.1 -0.1
H -4.37746 -0.53192 1.12516 -0.1 0.0 0.0
H 0.88436 -4.50748 -2.30041 -0.1 0.0 0.0
H 1.97961 -2.80182 5.42480 0.0 0.1 0.0
H -2.23400 -2.70227 0.93925 0.0 0.0 0.0
H -4.89276 4.63734 -4.10589 0.0 0.0 0.0
H 4.21381 0.08945 -0.51023 0.0 0.0 0.1
H 3.03711 -3.53697 -2.79226 0.0 0.0 0.0
H -2.63423 5.93421 -0.62061 0.0 0.0 0.0
H 3.42941 0.57443 -3.77492 0.0 0.0 0.1
H -0.69847 1.20752 -3.80665 0.0 0.0 0.0
H 2.66134 -0.75315 -0.56015 0.1 0.0 0.1
H -1.70132 2.02000 -5.00195 0.0 0.0 0.0
H -5.68970 0.40349 -5.75376 0.0 0.0 0.0
H 2.77657 2.55816 1.31612 0.1 0.0 0.0
H -0.82595 0.11912 4.87803 0.1 0.0 0.0
H 2.96157 -2.73544 3.94805 0.0 0.0 0.1
H -6.52766 3.75802 2.22160 0.0 0.0 0.0
H -1.65097 5.14228 0.62448 0.0 0.0 0.0
H 1.58676 6.02603 -4.72049 0.0 0.0 0.0
H 1.18906 -0.31579 -2.62741 0.0 0.1 0.0
H -3.24420 4.56357 -3.46262 0.0 0.0 0.0
H -2.87409 6.32460 1.08646 0.0 0.0 0.0
H 0.64001 -8.71862 -0.52838 0.0 0.0 0.0
H 0.77047 6.76474 -2.48815 0.0 0.0 0.0
H -4.61488 4.33043 -2.38442 0.0 0.0 0.0
H 1.12674 -6.55552 -1.55794 0.0 0.0 0.0
H -0.09236 -1.00964 6.02790 0.0 0.0 -0.1
H 5.42339 -3.35279 -3.36257 0.0 0.0 0.0
H 1.04509 4.04761 4.70135 0.0 0.0 0.0
H -3.55295 -2.50475 -0.21175 0.0 -0.1 -0.1
H 2.19409 1.88658 4.27005 0.0 0.0 0.0
H 5.52693 -0.19139 2.43940 -0.1 0.0 0.0
H -4.18658 -1.14782 -4.52353 0.0 0.0 0.0
H -6.40712 1.69073 0.85002 0.0 0.0 0.0
H 6.45727 -4.49372 0.62968 0.0 0.0 0.0
```
Positions in Å, forces in eV/Å.

## Properties
Strongest force on any atom   0.014 hartree/bohr
HOMO level   -4.773 eV
Energy   -111242.8555 eV
Charge   -1

Atomic partial charges in e from the Löwdin method, atoms 1 to 5: atom 1 (Sb): 1.615, atom 2 (S): 0.993, atom 3 (Si): 0.490, atom 4 (Si): 0.482, atom 5 (Mg): 0.605